C3H4FGaO3 | wB97M-V/def2-TZVPD

Structure (XYZ):
```
12
Properties=species:S:1:pos:R:3
C -1.78219 -0.54188 0.94078
C -0.67060 0.21590 0.89421
H -2.20239 -0.88307 -0.00757
H -2.08437 -1.02892 1.87189
F -0.06560 0.58444 2.02675
H -0.22336 0.73920 0.03940
Ga -3.37596 1.18185 1.06495
O 2.70246 0.24532 -2.09310
C 1.72345 0.06836 -1.13584
O 1.97028 -0.74136 -0.22414
O 0.62300 0.57702 -1.43963
H 3.38526 -0.41687 -1.93771
```

Computed properties:
LUMO level (spin up / spin down) = -5.230 / -7.838 eV
Multiplicity = 2
HOMO energy (spin up / spin down) = -0.5352 / -0.5325 Ha
Orbital gap (spin up / spin down) = 0.343 / 0.244 Ha
Net charge = +1